[1]
A molecular structure, C49H41N5O3P2RuS2, computed with ωB97M-V with the def2-TZVPD basis set.

Structure (XYZ):
```
103
Properties=species:S:1:pos:R:3:forces:R:3
Ru -0.2500 0.2514 -0.0630 0.2610 0.6441 -0.4433
O -1.6957 -2.0776 -1.5985 -0.0452 0.0611 -0.0217
S -0.5228 -1.8102 -0.7367 -0.0699 -0.3923 -0.1480
C -0.5254 -3.1513 0.4447 -0.0738 -0.0160 -0.0402
C -0.8376 -4.3639 -0.1355 0.0335 0.0225 -0.0340
C -0.7416 -5.5873 0.5484 0.0090 -0.0051 0.0263
C -0.2870 -5.5606 1.8374 -0.0042 -0.0159 -0.0151
C 0.0283 -6.6752 2.8030 0.0156 0.0083 -0.0010
C 0.3889 -5.9593 4.1308 -0.0312 0.0020 0.0141
C 0.3645 -4.4891 3.7942 0.0057 -0.0064 -0.0256
C 0.6304 -3.3844 4.5442 -0.0092 0.0287 0.0102
C 0.3929 -2.1167 3.9698 0.0062 0.0067 0.0212
C -0.0380 -1.9274 2.6746 0.0000 -0.0210 -0.0716
P -0.5920 -0.2787 2.1446 -0.0009 -0.0242 0.2966
C -2.4107 -0.3549 2.4380 0.0071 0.0255 0.0236
C -3.1233 -1.4675 1.9836 -0.0091 -0.0177 -0.0137
C -4.5093 -1.4970 2.0373 -0.0037 0.0047 0.0048
C -5.2139 -0.4157 2.5473 0.0012 -0.0062 0.0032
C -4.5205 0.6949 3.0050 0.0165 0.0115 0.0004
C -3.1325 0.7282 2.9463 -0.0339 -0.0025 -0.0571
C 0.0233 0.8437 3.4438 0.0270 0.0059 -0.0193
C -0.6142 0.9904 4.6797 -0.0139 -0.0284 -0.0092
C -0.0870 1.8311 5.6462 -0.0006 -0.0023 -0.0014
C 1.0884 2.5293 5.3970 0.0031 0.0029 0.0052
C 1.7459 2.3651 4.1884 -0.0093 -0.0173 0.0173
C 1.2187 1.5225 3.2193 -0.0022 0.0086 0.0430
C -0.1909 -3.0697 1.8254 0.0806 -0.0164 0.0469
C -0.0401 -4.3191 2.4536 0.0289 -0.0116 0.0115
C 0.8794 -2.2992 -1.7755 0.0152 -0.0329 0.0315
C 1.7235 -3.3188 -1.4068 -0.0517 0.0030 -0.0064
C 2.6618 -3.8992 -2.2860 -0.0062 -0.0012 -0.0066
C 2.7007 -3.4552 -3.5736 -0.0022 -0.0008 0.0078
C 3.5178 -3.8949 -4.7629 0.0019 -0.0031 -0.0011
C 3.0631 -2.9662 -5.9205 0.0019 0.0012 0.0014
C 2.0698 -2.0209 -5.2914 0.0049 0.0022 0.0032
C 1.3910 -0.9536 -5.8061 -0.0033 0.0096 0.0031
C 0.5936 -0.1978 -4.9256 -0.0355 -0.0109 -0.0140
C 0.4104 -0.5131 -3.5948 -0.0116 -0.1102 0.0685
P -0.3827 0.7033 -2.5173 0.1270 -0.0024 0.3943
C -2.0743 0.9344 -3.2087 0.0649 0.1104 -0.0919
C -2.2582 1.7944 -4.2960 -0.0250 0.0180 0.0116
C -3.5084 1.9575 -4.8700 -0.0242 -0.0109 0.0065
C -4.6033 1.2720 -4.3621 -0.0032 0.0170 -0.0111
C -4.4361 0.4178 -3.2838 0.0081 -0.0039 0.0052
C -3.1815 0.2445 -2.7134 0.0036 -0.0919 -0.0205
C 0.3919 2.2980 -2.9445 0.1009 -0.0537 0.0195
C 1.6672 2.3786 -3.4926 0.0124 -0.0188 0.0531
C 2.2768 3.6117 -3.6765 0.0088 0.0312 0.0244
C 1.6274 4.7765 -3.3003 0.0160 -0.0133 -0.0115
C 0.3552 4.7073 -2.7463 -0.0228 -0.0234 -0.0048
C -0.2570 3.4766 -2.5733 0.0215 0.0462 0.0138
C 1.0096 -1.6990 -3.0652 -0.0062 0.0360 -0.0221
C 1.8816 -2.3691 -3.9400 0.0071 -0.0045 -0.0033
H -1.1305 -4.3648 -1.1778 0.0014 0.0057 -0.0037
H -0.9825 -6.5114 0.0396 -0.0054 0.0034 -0.0009
H 0.8682 -7.2620 2.4270 -0.0072 -0.0119 0.0057
H -0.8104 -7.3620 2.9161 -0.0092 0.0102 -0.0016
H 1.3586 -6.2698 4.5195 0.0078 0.0086 -0.0129
H -0.3470 -6.1745 4.9074 0.0138 -0.0117 0.0093
H 0.9682 -3.4515 5.5702 0.0021 0.0028 -0.0015
H 0.5456 -1.2526 4.6002 -0.0120 0.0234 0.0126
H -2.6030 -2.3238 1.5755 -0.0208 0.0213 0.0129
H -5.0369 -2.3714 1.6796 -0.0021 -0.0001 -0.0003
H -6.2943 -0.4417 2.5956 -0.0017 -0.0008 -0.0027
H -5.0582 1.5377 3.4212 -0.0021 -0.0016 -0.0026
H -2.6122 1.6036 3.3088 -0.0113 0.0192 -0.0310
H -1.5191 0.4371 4.8959 0.0364 -0.0039 0.0276
H -0.5901 1.9352 6.5986 -0.0010 -0.0021 0.0011
H 1.4974 3.1863 6.1536 -0.0007 0.0010 0.0008
H 2.6756 2.8837 3.9945 -0.0068 0.0040 -0.0065
H 1.7614 1.3509 2.2998 0.0110 0.0294 -0.0657
H 1.6742 -3.7064 -0.4013 -0.0231 -0.0172 0.0355
H 3.3006 -4.6969 -1.9303 -0.0017 -0.0004 0.0008
H 3.3424 -4.9462 -4.9930 0.0033 -0.0007 0.0003
H 4.5840 -3.7891 -4.5584 -0.0002 0.0023 -0.0009
H 2.5965 -3.5304 -6.7292 -0.0027 -0.0001 0.0010
H 3.8992 -2.4201 -6.3582 -0.0008 -0.0025 -0.0037
H 1.4900 -0.6513 -6.8405 -0.0019 0.0022 -0.0002
H 0.1381 0.7055 -5.3122 -0.0279 0.0147 -0.0024
H -1.4244 2.3589 -4.6921 -0.0072 -0.0271 -0.0172
H -3.6265 2.6242 -5.7140 -0.0015 -0.0010 -0.0030
H -5.5802 1.4011 -4.8089 -0.0014 -0.0014 -0.0013
H -5.2802 -0.1339 -2.8906 0.0010 -0.0005 0.0011
H -3.0530 -0.4741 -1.9151 0.0192 -0.0123 0.0191
H 2.2010 1.4761 -3.7588 0.0050 0.0141 -0.0001
H 3.2701 3.6575 -4.1026 0.0014 0.0030 -0.0004
H 2.1073 5.7359 -3.4400 -0.0005 0.0021 0.0031
H -0.1654 5.6135 -2.4633 0.0041 0.0017 -0.0002
H -1.2650 3.4416 -2.1713 0.0031 -0.0127 0.0137
N -2.2236 1.3735 -0.0549 -0.1278 -0.1851 0.1661
N -2.0367 2.5473 0.7035 -0.0385 0.0709 -0.1043
C -0.8117 3.1396 0.7288 0.0749 -0.1276 0.1299
N -0.7669 4.3956 1.1659 0.0267 0.0231 -0.0934
N 0.1943 2.3751 0.3375 -0.1605 0.0327 0.0209
N 1.4674 2.9594 0.2540 0.1023 -0.0602 0.2054
O 1.7468 3.8935 1.0030 -0.0937 0.0689 -0.0392
O 2.2256 2.4479 -0.5106 -0.0279 0.0610 -0.1814
H -2.6340 1.6031 -0.9587 0.0492 -0.0523 -0.0497
H -2.8814 0.7819 0.4527 0.0210 0.0094 0.0217
H -2.8502 3.1210 0.8673 0.0044 -0.0056 0.0062
H -1.6083 4.9193 1.3269 0.0057 -0.0031 0.0180
H 0.1448 4.7889 1.3516 0.0057 0.0202 0.0272
S 1.9096 -0.3946 0.4256 -0.1927 -0.0554 -0.1866
```
Positions in Å, forces in eV/Å.

Energy above the lowest of the compared OMol25 structures with the same formula, charge and spin (kcal per mole): 0.00
Multiplicity: 2
Net charge: +1
<S²>: 0.756

Löwdin population analysis, charges in e, atoms 1 to 99:
1 Ru 0.333
2 O -0.452
3 S 0.719
4 C -0.330
5 C -0.058
6 C 0.011
7 C -0.137
8 C -0.090
9 C -0.090
10 C -0.143
11 C 0.006
12 C -0.037
13 C -0.288
14 P 0.941
15 C -0.336
16 C -0.072
17 C -0.059
18 C -0.073
19 C -0.074
20 C -0.137
21 C -0.355
22 C -0.115
23 C -0.067
24 C -0.066
25 C -0.058
26 C -0.116
27 C -0.154
28 C -0.076
29 C -0.335
30 C -0.072
31 C 0.010
32 C -0.143
33 C -0.091
34 C -0.091
35 C -0.140
36 C 0.001
37 C -0.071
38 C -0.279
39 P 1.065
40 C -0.333
41 C -0.093
42 C -0.063
43 C -0.070
44 C -0.063
45 C -0.119
46 C -0.376
47 C -0.082
48 C -0.059
49 C -0.067
50 C -0.073
51 C -0.134
52 C -0.130
53 C -0.078
54 H 0.122
55 H 0.122
56 H 0.125
57 H 0.123
58 H 0.123
59 H 0.124
60 H 0.121
61 H 0.099
62 H 0.096
63 H 0.113
64 H 0.109
65 H 0.108
66 H 0.093
67 H 0.108
68 H 0.109
69 H 0.109
70 H 0.114
71 H 0.016
72 H 0.109
73 H 0.121
74 H 0.122
75 H 0.123
76 H 0.123
77 H 0.122
78 H 0.120
79 H 0.105
80 H 0.102
81 H 0.110
82 H 0.109
83 H 0.110
84 H 0.073
85 H 0.112
86 H 0.112
87 H 0.109
88 H 0.107
89 H 0.100
90 N -0.005
91 N 0.027
92 C -0.414
93 N 0.222
94 N 0.027
95 N -0.405
96 O 0.036
97 O 0.045
98 H 0.074
99 H 0.084



[2]
A molecular structure, C49H41N9O7PbS2Se, computed with ωB97M-V with the def2-TZVPD basis set.

Structure (XYZ):
```
110
Properties=species:S:1:pos:R:3:forces:R:3
Pb 1.0919 -0.0336 0.0966 0.1839 -0.3026 0.1363
C -0.7088 1.7288 2.9942 0.0434 -0.0678 -0.0823
O -1.0098 1.4035 1.6452 -0.0883 0.0045 -0.0253
C -2.3086 1.1649 1.3111 0.0089 0.0437 0.0006
C -3.3620 1.2763 2.2127 0.0387 -0.0653 -0.1306
C -4.6640 1.0317 1.7904 0.0262 0.0031 0.0866
C -4.9196 0.6569 0.4833 -0.0245 0.0023 -0.0041
C -3.8707 0.5497 -0.4177 -0.0916 0.0639 -0.0019
C -2.5680 0.8229 -0.0322 0.2973 0.1041 -0.0643
N -1.4505 0.8011 -0.9173 -0.2882 0.0308 -0.3069
N -1.7804 0.7015 -2.1329 0.2834 -0.0452 0.4302
C -0.7897 0.7380 -3.0932 -0.3673 -0.0652 0.2143
C 0.4915 1.3406 -2.9112 0.3674 0.0786 0.1312
O 0.9675 1.7462 -1.8137 -0.1902 0.1414 -0.2756
C 1.2919 1.5124 -4.1190 -0.0478 0.0028 -0.0149
C 0.9084 1.0432 -5.3203 0.0165 0.0028 0.0566
C -0.3458 0.3707 -5.4964 0.0603 0.0628 -0.0188
C -0.7218 -0.1576 -6.7406 -0.0376 -0.0219 -0.0047
C -1.9270 -0.7950 -6.9097 -0.0020 0.0040 0.0122
C -2.7918 -0.9057 -5.8107 -0.0204 -0.0204 -0.0374
C -2.4425 -0.3978 -4.5839 -0.0007 -0.0093 0.0508
C -1.2052 0.2566 -4.3841 -0.0615 -0.0182 -0.1086
H -1.1401 2.6954 3.2682 -0.0195 -0.0150 0.0212
H -1.0636 0.9474 3.6688 -0.0207 -0.0056 0.0490
H 0.3779 1.7837 3.0558 -0.0705 0.0079 -0.0234
H -3.1759 1.5536 3.2385 0.0095 0.0163 0.0492
H -5.4714 1.1365 2.5037 -0.0502 -0.0063 0.0034
H -5.9310 0.4588 0.1542 -0.0640 -0.0201 0.0203
H -4.0461 0.2825 -1.4505 0.0116 0.0065 0.0021
H 2.2448 2.0068 -3.9811 -0.0178 0.0147 -0.0295
H 1.5584 1.1555 -6.1816 0.0226 0.0029 -0.0188
H -0.0363 -0.0504 -7.5729 0.0398 -0.0043 -0.0396
H -2.2049 -1.2044 -7.8723 -0.0125 -0.0084 -0.0188
H -3.7471 -1.4030 -5.9258 -0.0276 -0.0213 -0.0111
H -3.1118 -0.5047 -3.7419 0.0024 -0.0058 0.0045
O 1.8463 -3.1398 1.3469 0.0746 -0.2794 0.1006
C 1.5365 -2.0503 1.7722 0.0855 0.2575 -0.4173
N 1.7942 -1.2103 4.0652 -0.0920 0.0059 0.0332
C 1.0644 -1.7516 3.1588 -0.1878 0.0155 -0.0153
H 1.2015 -0.8788 4.8272 0.1042 -0.0287 0.0096
O 7.1202 6.1885 7.3914 -0.0249 0.0133 0.0217
S 7.2960 5.2241 6.3229 0.0704 -0.0407 0.0471
O 6.9855 3.8550 6.6805 -0.0195 0.0017 -0.0073
O 8.5143 5.3917 5.5458 -0.0322 0.0241 -0.0449
C 6.0094 5.6772 5.1083 -0.0222 0.0102 0.0800
N 5.7557 6.9779 4.9544 0.0106 0.0496 -0.0342
C 4.8394 7.2926 4.0524 -0.0097 0.0170 0.0080
C 4.1653 6.3500 3.2952 0.0564 -0.0195 0.0413
C 4.5024 5.0234 3.5318 -0.0644 -0.0317 -0.0436
N 5.4184 4.6952 4.4370 0.0434 0.0315 -0.0119
C 3.8649 3.8885 2.8016 0.0185 -0.0182 -0.0074
C 2.8981 4.0859 1.8202 -0.0165 -0.0366 -0.0144
C 2.3489 2.9899 1.1813 0.0930 0.0100 -0.0917
N 2.7092 1.7374 1.4579 0.0118 -0.1277 -0.0446
C 3.6375 1.5402 2.3956 -0.1305 0.0399 0.1891
C 4.2334 2.5784 3.0934 -0.0116 0.0052 -0.0512
H 4.6246 8.3509 3.9287 0.0263 -0.0075 -0.0049
H 3.4278 6.6540 2.5679 -0.0144 -0.0248 0.0047
H 2.5658 5.0727 1.5349 -0.0075 0.0365 0.0034
H 1.6078 3.1073 0.3987 -0.0698 0.0191 -0.0559
H 3.8737 0.5088 2.6244 0.0422 -0.0386 -0.0336
H 4.9719 2.3873 3.8585 0.0343 0.0168 0.0149
Se 2.9130 -1.5427 -1.5678 0.0540 0.1074 0.1322
C 3.7386 -0.1686 -2.5827 0.0184 0.0746 -0.0525
C 4.0418 1.0890 -2.0622 0.0067 -0.0559 0.1052
C 4.6545 2.0349 -2.8641 0.0238 0.0295 0.0814
N 4.9997 1.8369 -4.1365 0.0376 0.0592 -0.0335
C 4.7176 0.6316 -4.6283 -0.0191 -0.0372 -0.0708
C 4.0994 -0.3773 -3.9147 -0.0248 -0.1061 0.0133
H 3.7963 1.3351 -1.0372 0.0163 0.0035 -0.0175
H 4.8786 3.0137 -2.4536 0.0115 0.0363 -0.0032
H 4.9920 0.4632 -5.6654 0.0186 -0.0004 -0.0350
H 3.8819 -1.3236 -4.3944 0.0108 -0.0076 -0.0010
N -0.8489 -2.1384 -0.3483 -0.2064 0.2655 0.1144
C -0.3368 -2.7339 -1.2020 0.0885 -0.0367 0.1302
N 0.2653 -3.4211 -2.1301 -0.2210 -0.1026 -0.1479
C 0.9241 -4.6839 -1.8327 0.1812 0.0320 -0.0294
C 0.2197 -5.8049 -2.5852 -0.0560 -0.0311 0.0476
C 0.1249 -5.4781 -4.0766 0.0292 -0.0564 -0.0669
C -0.5228 -4.1155 -4.3242 -0.0766 0.0317 0.0046
C 0.1927 -3.0314 -3.5325 0.1952 0.0201 -0.0733
H 0.9411 -4.8191 -0.7522 -0.0232 -0.0451 -0.0247
H 1.9629 -4.5873 -2.1689 0.0085 -0.0384 0.0445
H -0.7854 -5.9349 -2.1711 -0.0032 0.0166 -0.0027
H 0.7549 -6.7448 -2.4319 0.0262 -0.0018 -0.0055
H -0.4328 -6.2605 -4.5975 -0.0014 -0.0004 0.0036
H 1.1332 -5.4761 -4.5057 0.0205 0.0208 0.0206
H -1.5747 -4.1432 -4.0225 -0.0020 0.0050 0.0113
H -0.5007 -3.8616 -5.3862 0.0046 0.0042 -0.0071
H -0.2893 -2.0587 -3.6052 -0.0603 -0.0417 -0.0208
H 1.2241 -2.9089 -3.8837 -0.0270 0.0288 -0.0118
C -7.6483 -1.0385 3.5774 0.0293 0.1276 0.0067
C -8.3071 -2.2885 3.0749 -0.0830 -0.1395 -0.0580
O -9.5023 -2.4290 3.0005 -0.0042 0.0701 0.0192
S -7.2946 -3.6733 2.5934 0.0540 0.0040 -0.0919
C -5.6256 -3.1098 2.8121 0.1525 -0.0601 0.0076
C -5.0186 -3.2393 4.0575 -0.0051 -0.0163 0.0026
C -3.6961 -2.8726 4.2270 0.0106 -0.0261 0.0107
C -2.9576 -2.3895 3.1461 0.0871 0.0549 0.0172
C -3.5684 -2.2476 1.8972 0.0463 0.0627 0.0540
C -4.8932 -2.6071 1.7367 -0.1648 -0.1295 0.0066
C -1.5677 -2.0741 3.2776 0.2391 -0.0151 -0.3019
C -0.3777 -1.8792 3.2099 -0.1934 0.0704 0.4490
H -8.3045 -0.2006 3.3525 -0.0039 0.0281 0.0221
H -6.6569 -0.8850 3.1572 -0.0565 0.0384 -0.0033
H -7.5479 -1.1228 4.6613 0.0340 0.0088 0.0122
H -5.5842 -3.6415 4.8882 -0.0073 -0.0044 0.0074
H -3.2144 -2.9864 5.1889 -0.0048 0.0144 0.0157
H -2.9867 -1.8554 1.0708 -0.0272 -0.0738 -0.0045
H -5.3640 -2.5092 0.7671 -0.0105 0.0205 -0.0044
```
Positions in Å, forces in eV/Å.

Energy above the lowest of the compared OMol25 structures with the same formula, charge and spin (kcal per mole): 0.00
Net charge: -2

Löwdin population analysis, charges in e, atoms 1 to 99:
1 Pb 1.222
2 C -0.071
3 O -0.179
4 C -0.226
5 C -0.024
6 C -0.108
7 C -0.115
8 C -0.032
9 C -0.187
10 N 0.001
11 N 0.078
12 C -0.166
13 C -0.389
14 O -0.200
15 C 0.006
16 C -0.027
17 C -0.187
18 C -0.060
19 C -0.120
20 C -0.110
21 C -0.046
22 C -0.139
23 H 0.099
24 H 0.084
25 H 0.082
26 H 0.101
27 H 0.090
28 H 0.097
29 H 0.097
30 H 0.098
31 H 0.109
32 H 0.102
33 H 0.086
34 H 0.091
35 H 0.091
36 O -0.069
37 C -0.424
38 N 0.118
39 C -0.436
40 H 0.040
41 O -0.377
42 S 0.384
43 O -0.373
44 O -0.372
45 C -0.342
46 N 0.115
47 C -0.132
48 C -0.009
49 C -0.219
50 N 0.164
51 C -0.134
52 C -0.007
53 C -0.151
54 N -0.037
55 C -0.108
56 C 0.018
57 H 0.102
58 H 0.092
59 H 0.099
60 H 0.102
61 H 0.110
62 H 0.119
63 Se 0.607
64 C -0.681
65 C -0.135
66 C -0.175
67 N 0.032
68 C -0.194
69 C -0.145
70 H 0.073
71 H 0.101
72 H 0.092
73 H 0.087
74 N 0.165
75 C -0.317
76 N -0.119
77 C -0.151
78 C -0.180
79 C -0.207
80 C -0.175
81 C -0.148
82 H 0.126
83 H 0.113
84 H 0.115
85 H 0.107
86 H 0.102
87 H 0.112
88 H 0.116
89 H 0.110
90 H 0.110
91 H 0.109
92 C -0.046
93 C -0.753
94 O -0.017
95 S 1.023
96 C -0.567
97 C -0.107
98 C -0.026
99 C -0.218



Q: The lowest net charge belongs to which entry?
A: C49H41N9O7PbS2Se



Q: Which value of net charge does entry 1 give?
A: +1